Model w:
Computed, not measured: C5H8NO2 as an isolated structure, with ωB97M-V with the def2-TZVPD basis set.

Each line ends with the Löwdin charge.
Positions of all 16 atoms, in Å:
1 O 0.51 -1.12 2.40  0.100
2 C 0.59 0.18 2.23  -0.658
3 O 0.45 1.02 3.08  0.096
4 C 0.71 0.54 0.74  -0.107
5 C -0.55 0.12 -0.03  -0.195
6 C -0.38 -0.34 -1.48  -0.632
7 C -0.86 0.49 -2.45  -0.080
8 N 0.18 -1.57 -1.70  -0.078
9 H 1.55 -0.06 0.36  0.111
10 H 0.88 1.61 0.65  0.110
11 H -1.14 -0.65 0.48  0.106
12 H -1.17 1.02 -0.09  0.089
13 H -0.61 0.27 -3.49  0.004
14 H -1.32 1.46 -2.26  -0.008
15 H -0.34 -2.16 -1.04  -0.046
16 H 1.50 -0.79 2.60  0.186

Output
Net charge = -1
Gap between HOMO and LUMO = 0.188 Ha
LUMO energy = 3.21 eV

Model x:
Computed, not measured: an isolated ion of composition C5H8NO2 and charge -1, with ωB97M-V with the def2-TZVPD basis set.

Each line ends with the Löwdin charge.
Positions of all 16 atoms, in Å:
1 O -2.22 -1.03 1.57  -0.106
2 C -2.05 0.21 1.76  -0.769
3 O -2.69 1.07 2.35  -0.065
4 C -0.59 0.65 1.62  -0.149
5 C 0.36 -0.31 0.79  -0.194
6 C 0.58 0.22 -0.64  -0.085
7 C 1.04 -0.69 -1.54  -0.212
8 N 1.18 -0.35 -2.92  -0.009
9 H -0.60 1.62 1.25  0.058
10 H -0.20 0.74 2.67  0.110
11 H 1.23 -0.35 1.44  0.090
12 H -0.12 -1.18 0.77  0.038
13 H 0.31 1.25 -0.99  0.108
14 H 0.97 -1.81 -1.49  0.120
15 H 0.85 0.55 -3.23  0.059
16 H 1.96 -0.59 -3.40  0.005

Output
Net charge = -1
Gap between HOMO and LUMO = 0.272 Ha
LUMO energy = 3.66 eV

Relative stability in kJ/mol, measured from the most stable structure: model w 217.8; model x 0.0

Model w:
Computed, not measured: C4H8N2S in the gas phase, with ωB97M-V with the def2-TZVPD basis set.

Each line ends with the Löwdin charge.
Positions of all 15 atoms, in Å:
1 C -1.45 -0.19 -0.12  -0.815
2 C -0.79 1.16 0.08  -0.198
3 C 0.72 1.05 -0.33  -0.161
4 C 1.31 -0.29 0.24  -0.211
5 H -1.37 1.92 -0.54  0.124
6 H -0.80 1.47 1.12  0.108
7 H 0.87 1.12 -1.38  0.087
8 H 1.49 1.79 -0.03  0.114
9 H 1.30 -0.17 1.30  0.109
10 H 2.33 -0.39 -0.02  0.097
11 H 0.87 -2.20 0.43  0.102
12 H -1.23 -2.24 -0.36  0.168
13 N 0.66 -1.50 -0.24  -0.018
14 N -0.76 -1.32 -0.12  -0.032
15 S -3.15 -0.22 -0.02  0.524

Output
Gap between HOMO and LUMO = 0.316 Ha
LUMO energy = 0.61 eV

Model x:
Computed, not measured: C4H8N2S in the gas phase, with ωB97M-V with the def2-TZVPD basis set.

Each line ends with the Löwdin charge.
Positions of all 15 atoms, in Å:
1 C 1.43 -2.75 -0.44  -0.134
2 C 1.36 -0.49 0.23  -0.229
3 C -0.53 1.13 0.19  -0.873
4 C -1.00 2.44 1.03  -0.085
5 H 1.62 -3.18 -1.44  0.070
6 H 0.52 -3.50 -0.30  0.129
7 H 2.41 -2.78 -0.07  0.048
8 H 2.17 -0.59 1.13  0.160
9 H 1.04 1.19 1.47  0.091
10 H -1.64 2.08 1.93  0.101
11 H 0.10 2.85 1.36  0.096
12 H -1.25 3.22 0.32  0.054
13 N 0.84 -1.45 -0.34  -0.066
14 N 0.70 0.76 0.64  -0.037
15 S -1.46 0.22 -0.78  0.675

Output
Gap between HOMO and LUMO = 0.300 Ha
LUMO energy = 0.57 eV

Model y:
Computed, not measured: C4H8N2S in the gas phase, with ωB97M-V with the def2-TZVPD basis set.

Each line ends with the Löwdin charge.
Positions of all 15 atoms, in Å:
1 C 0.99 -1.50 0.36  -0.150
2 C 1.03 -0.41 -0.67  -0.305
3 C 0.89 0.92 0.05  -0.096
4 C -1.41 0.15 -0.35  -1.020
5 H 0.26 -1.25 1.12  0.028
6 H 0.84 -2.55 -0.18  0.105
7 H 2.05 -1.49 1.10  0.151
8 H 1.37 -0.47 -1.81  0.177
9 H 1.52 1.70 -0.29  0.089
10 H 0.80 0.75 1.15  0.126
11 H -2.74 1.41 0.77  0.083
12 H -1.46 2.22 -0.44  0.204
13 N -0.18 0.45 -0.83  -0.110
14 N -1.84 1.34 0.27  0.022
15 S -2.12 -1.27 -0.24  0.695

Output
Gap between HOMO and LUMO = 0.336 Ha
LUMO energy = 0.74 eV

Relative stability in kJ/mol, measured from the most stable structure: model w 0.0; model x 144.8; model y 155.4

Model w:
Computed, not measured: C9H12FN3 in the gas phase, with ωB97M-V with the def2-TZVPD basis set.

Each line ends with the Löwdin charge.
Positions of all 25 atoms, in Å:
1 C -2.06 -1.29 0.16  -0.511
2 C -1.75 1.39 -0.21  -0.165
3 C -0.37 1.79 -1.06  -0.180
4 C 0.83 1.00 -0.66  -0.214
5 C 1.23 1.27 0.75  -0.052
6 C 2.38 0.41 1.18  -0.090
7 C 2.93 -0.66 0.55  -0.045
8 C 2.37 -0.88 -0.68  -0.291
9 C 1.40 -0.21 -1.29  0.048
10 H -1.02 -2.04 1.68  0.030
11 H -0.49 -0.31 1.46  0.178
12 H -2.49 -3.21 0.31  -0.041
13 H -3.23 -0.11 -1.24  0.159
14 H -2.68 2.07 -0.40  0.116
15 H -1.38 1.48 0.92  0.107
16 H 0.13 2.85 -0.98  0.132
17 H -0.81 1.76 -2.22  0.153
18 H 0.91 2.00 1.55  0.119
19 H 2.71 0.30 2.34  0.146
20 H 3.65 -1.21 1.00  0.085
21 H 1.09 -0.54 -2.23  0.111
22 N -1.18 -1.27 1.18  0.108
23 N -2.53 -2.46 -0.25  0.067
24 N -2.31 -0.01 -0.62  -0.005
25 F 2.67 -2.10 -1.25  0.038

Output
Gap between HOMO and LUMO = 0.324 Ha
LUMO energy = 0.54 eV

Model x:
Computed, not measured: C9H12FN3 in the gas phase, with ωB97M-V with the def2-TZVPD basis set.

Each line ends with the Löwdin charge.
Positions of all 25 atoms, in Å:
1 C -0.87 0.39 -1.94  -0.549
2 C -0.58 -1.91 -0.92  -0.238
3 C 0.67 -1.94 0.12  -0.107
4 C 0.81 -0.59 0.86  -0.272
5 C 1.48 0.52 0.33  -0.069
6 C 1.33 1.77 0.84  0.001
7 C 0.77 1.80 2.13  -0.353
8 C 0.26 0.72 2.84  0.004
9 C 0.35 -0.51 2.16  -0.050
10 H -2.45 1.58 -1.53  0.080
11 H -2.82 0.02 -1.55  0.119
12 H -0.65 2.12 -2.61  0.017
13 H 0.43 -1.16 -2.51  0.154
14 H -1.57 -1.65 -0.39  0.122
15 H -1.00 -2.86 -1.40  0.121
16 H 1.67 -1.99 -0.47  0.130
17 H 0.55 -2.73 0.92  0.112
18 H 2.00 0.35 -0.65  0.124
19 H 1.64 2.75 0.37  0.141
20 H -0.07 0.90 3.81  0.094
21 H -0.11 -1.41 2.71  0.134
22 N -2.06 0.69 -1.26  0.099
23 N -0.21 1.22 -2.69  0.090
24 N -0.43 -0.96 -1.94  -0.020
25 F 0.85 2.90 2.76  0.114

Output
Gap between HOMO and LUMO = 0.341 Ha
LUMO energy = 0.80 eV

Relative stability in kJ/mol, measured from the most stable structure: model w 334.3; model x 0.0

Model w:
Computed, not measured: a 2-piece molecular cluster, C3H7N overall, with ωB97M-V with the def2-TZVPD basis set.

Each line ends with the Löwdin charge.
Positions of all 11 atoms, in Å:
1 C -1.91 0.75 -1.95  -0.083
2 C -2.76 0.67 -2.95  -0.089
3 H -0.93 1.14 -2.17  0.041
4 H -2.01 0.17 -1.05  0.047
5 H -2.58 0.85 -4.01  0.046
6 H -3.80 0.40 -2.84  0.038
7 C 3.14 -0.89 2.86  -0.157
8 N 2.31 -0.67 3.79  0.008
9 H 4.14 -1.25 3.09  0.053
10 H 3.01 -0.54 1.83  0.061
11 H 1.37 -0.62 3.40  0.036

Output
Gap between HOMO and LUMO = 0.401 Ha
LUMO energy = 0.90 eV

Model x:
Computed, not measured: C3H7N in the gas phase, with ωB97M-V with the def2-TZVPD basis set.

Each line ends with the Löwdin charge.
Positions of all 11 atoms, in Å:
1 C 0.62 0.44 0.29  -0.349
2 C -0.64 -0.36 0.41  -0.199
3 C -1.79 -0.05 -0.24  -0.005
4 H 1.43 -0.69 -1.12  0.060
5 H 2.56 0.11 -0.20  0.083
6 H 0.93 0.86 1.29  0.129
7 H 0.38 1.24 -0.43  0.103
8 H -0.52 -1.27 1.03  0.105
9 H -1.97 0.88 -0.75  0.046
10 H -2.66 -0.72 -0.10  0.054
11 N 1.67 -0.43 -0.18  -0.027

Output
Gap between HOMO and LUMO = 0.391 Ha
LUMO energy = 1.19 eV

Relative stability in kJ/mol, measured from the most stable structure: model w 137.2; model x 0.0

Model w:
Computed, not measured: C21H25N5O4 in the gas phase, with ωB97M-V with the def2-TZVPD basis set.

Each line ends with the Löwdin charge.
Positions of all 55 atoms, in Å:
1 C -5.92 -4.01 -1.59  -0.107
2 C -4.82 -3.49 -0.68  -0.224
3 C -5.33 -2.45 0.31  -0.221
4 O -5.73 -1.30 -0.42  -0.113
5 C -6.52 -0.38 0.28  -0.325
6 C -6.98 0.68 -0.74  -0.131
7 C -5.78 1.47 -1.23  -0.153
8 H -6.10 2.26 -1.92  0.114
9 H -5.11 0.79 -1.77  0.117
10 C -5.02 2.09 -0.06  -0.143
11 N -4.63 1.05 0.88  -0.025
12 C -3.41 0.53 1.05  -0.379
13 O -3.21 -0.43 1.79  0.053
14 C -2.23 1.14 0.38  -0.154
15 N -2.17 2.27 -0.29  0.103
16 O -0.89 2.44 -0.69  0.038
17 C -0.15 1.40 -0.27  -0.212
18 C -0.94 0.53 0.42  0.081
19 H -0.68 -0.39 0.90  0.125
20 C 1.30 1.37 -0.62  -0.116
21 O 1.94 0.49 0.26  -0.026
22 C 3.28 0.30 0.13  -0.259
23 C 3.86 -0.58 1.05  0.008
24 C 5.21 -0.86 1.02  -0.007
25 C 6.01 -0.25 0.06  -0.193
26 C 5.45 0.62 -0.86  -0.005
27 C 4.09 0.90 -0.83  -0.006
28 H 3.69 1.59 -1.55  0.107
29 H 6.08 1.08 -1.60  0.106
30 N 7.39 -0.51 -0.01  -0.077
31 C 8.18 -1.28 0.78  -0.137
32 N 9.41 -1.23 0.36  0.077
33 C 9.35 -0.41 -0.71  -0.215
34 N 8.15 0.05 -0.96  0.100
35 H 10.21 -0.15 -1.30  0.101
36 H 7.84 -1.84 1.62  0.118
37 H 5.62 -1.55 1.74  0.105
38 H 3.22 -1.04 1.79  0.123
39 H 1.42 1.03 -1.67  0.149
40 H 1.70 2.39 -0.54  0.148
41 C -5.76 0.33 1.42  -0.077
42 H -5.39 -0.39 2.15  0.123
43 H -6.44 1.04 1.91  0.136
44 H -4.13 2.62 -0.40  0.090
45 H -5.68 2.79 0.48  0.132
46 H -7.47 0.18 -1.57  0.118
47 H -7.70 1.34 -0.26  0.118
48 H -7.40 -0.89 0.72  0.152
49 H -4.53 -2.19 1.02  0.107
50 H -6.19 -2.85 0.87  0.130
51 H -4.37 -4.31 -0.12  0.109
52 H -4.04 -3.02 -1.29  0.111
53 H -6.38 -3.18 -2.12  0.068
54 H -5.53 -4.71 -2.32  0.067
55 H -6.69 -4.51 -1.01  0.071

Output
Gap between HOMO and LUMO = 0.340 Ha
LUMO energy = 0.63 eV

Model x:
Computed, not measured: a 2-piece molecular cluster, C21H25N5O4 overall, with ωB97M-V with the def2-TZVPD basis set.

Each line ends with the Löwdin charge.
Positions of all 55 atoms, in Å:
1 O 0.36 -1.10 -5.68  0.051
2 O -2.90 1.19 -3.75  0.065
3 O 4.55 0.34 2.63  0.033
4 O 0.80 -0.07 5.44  0.054
5 C -0.50 -1.04 -4.82  -0.503
6 C -2.20 0.19 -3.79  -0.528
7 C 3.43 0.80 2.50  -0.549
8 C 0.37 0.66 4.56  -0.458
9 C -0.57 -2.02 -3.76  0.043
10 C 1.56 -1.47 0.39  -0.041
11 C -1.48 -1.86 -2.75  -0.175
12 C 0.71 -0.54 0.89  -0.208
13 C -0.37 2.27 -1.56  -0.086
14 C 0.42 1.85 -2.65  -0.088
15 C -0.36 1.54 -0.35  -0.026
16 C 1.20 0.69 -2.54  -0.014
17 C 0.42 0.37 -0.21  -0.149
18 C 1.19 -0.04 -1.34  -0.208
19 N -1.39 -0.01 -4.86  0.218
20 N -2.32 -0.74 -2.80  0.195
21 N 1.84 -1.18 -0.93  0.093
22 N -0.65 1.49 4.82  0.033
23 N 2.41 0.29 3.21  0.124
24 C 3.20 1.97 1.56  0.020
25 C -1.30 2.43 3.91  -0.061
26 C -2.93 -3.21 -1.03  -0.093
27 C -1.95 -2.37 -0.22  -0.111
28 C -1.56 -2.85 -1.62  -0.202
29 C 0.25 -0.45 2.31  -0.087
30 C 0.98 0.61 3.15  -0.202
31 H 0.12 -2.86 -3.79  0.122
32 H 2.01 -2.27 0.97  0.138
33 H -0.98 3.16 -1.65  0.101
34 H 0.42 2.43 -3.56  0.105
35 H -0.95 1.88 0.48  0.091
36 H 1.80 0.36 -3.38  0.112
37 H -1.19 0.78 -5.46  0.175
38 H -2.81 -0.44 -1.97  0.155
39 H 2.50 -1.70 -1.49  0.158
40 H -0.98 1.45 5.78  0.146
41 H 2.68 -0.42 3.88  0.151
42 H 4.16 2.26 1.14  0.088
43 H 2.78 2.80 2.12  0.082
44 H 2.54 1.67 0.76  0.066
45 H -2.13 2.91 4.41  0.090
46 H -1.68 1.90 3.03  0.069
47 H -0.59 3.19 3.59  0.086
48 H -3.08 -4.25 -0.73  0.104
49 H -3.81 -2.72 -1.45  0.105
50 H -2.18 -1.31 -0.07  0.094
51 H -1.46 -2.86 0.63  0.105
52 H -0.82 -3.65 -1.67  0.143
53 H 0.38 -1.42 2.78  0.131
54 H -0.82 -0.22 2.30  0.114
55 H 0.84 1.59 2.67  0.125

Output
Gap between HOMO and LUMO = 0.320 Ha
LUMO energy = 0.28 eV

Relative stability in kJ/mol, measured from the most stable structure: model w 321.5; model x 0.0